[1]
Formula: C29H65AsBrClCsN5O6Si5
Source: the OMol25 dataset
Level of theory: ωB97M-V/def2-TZVPD

Summary:
E_HOMO (alpha / beta) = -1.4 / -1.7 eV
energy relative to the best compared isomer or geometry (same formula, charge and spin) = 29.3 kcal/mol
total charge = -2
HOMO-LUMO gap (alpha / beta) = 4.7 / 5.0 eV
LUMO level (alpha / beta) = 3.31 / 3.31 eV

```
114
Properties=species:S:1:pos:R:3:forces:R:3:mulliken_charge:R:1
Cs -0.6815 -0.4280 0.4015 1.911 -1.722 -0.248 1.283
O -4.4888 0.2606 -0.7446 -0.154 -0.026 -0.005 -0.705
Cl -3.1755 0.6390 -1.1704 -0.237 0.192 -0.150 1.931
O -3.2286 1.5701 -2.2555 -0.008 0.097 -0.147 -0.747
O -2.4166 -0.5372 -1.5553 -1.015 0.236 -0.872 -0.683
O -2.4747 1.2594 -0.0400 -1.523 1.015 -0.786 -0.972
N 2.7627 -0.9897 1.1116 -0.002 -0.123 -0.033 -0.122
C 2.0922 -2.0782 1.8271 0.007 0.080 -0.002 1.711
C 2.9680 -2.8217 2.8581 0.120 0.025 0.035 -1.276
C 3.3361 -4.2509 2.4747 0.083 -0.081 -0.145 -0.574
C 2.1189 -5.1678 2.2820 -0.046 -0.058 -0.005 -1.038
N 1.0699 -5.0064 3.2779 -0.131 -0.093 0.063 -0.108
C 1.4259 -5.0850 4.6312 0.225 -0.002 -0.154 0.126
N 1.8502 -6.3303 5.1718 -0.058 -0.044 0.135 -0.543
N 0.5322 -4.4099 5.4893 -0.186 0.124 0.020 -0.661
C 0.8395 -1.5294 2.5321 0.356 -0.040 0.358 -0.358
O -0.0002 -2.3595 2.9501 -0.036 -0.168 0.028 -0.921
O 0.7088 -0.2858 2.5771 0.804 0.072 1.272 -0.996
H 3.7362 -1.2230 0.9582 0.018 0.070 -0.030 0.252
H 2.7007 -0.1509 1.6795 0.006 0.011 -0.004 0.318
H 1.7371 -2.7895 1.0744 -0.054 -0.017 0.062 -0.688
H 2.4667 -2.8454 3.8279 0.017 -0.027 0.005 0.409
H 3.8891 -2.2467 3.0006 -0.036 0.027 0.009 0.511
H 3.9976 -4.6571 3.2462 -0.064 -0.038 0.032 0.373
H 3.9077 -4.2590 1.5374 0.008 0.026 0.022 0.456
H 2.4469 -6.2120 2.2362 0.024 0.014 0.049 0.313
H 1.6521 -4.9758 1.3139 0.022 0.007 0.001 0.437
H 0.5607 -4.1385 3.0953 0.017 -0.001 -0.040 0.143
H 2.2834 -6.9016 4.4584 0.060 0.041 -0.031 0.290
H 1.0322 -6.8395 5.5206 -0.006 -0.048 -0.037 0.277
H 0.1145 -3.6119 5.0198 0.013 0.007 -0.012 0.361
H 0.9938 -4.0858 6.3268 0.038 -0.058 0.062 0.214
C -0.3071 4.4518 5.3279 0.225 -0.023 -0.005 -1.103
Si 0.3102 3.2329 4.0216 -0.189 -0.115 -0.205 0.114
C 1.1978 1.8553 4.9318 0.051 0.162 0.091 -0.787
C 1.5334 4.1778 2.9408 0.017 0.042 0.092 -0.923
As -1.1828 2.2507 2.4902 -0.345 0.534 0.511 0.173
Si -2.7981 1.2543 3.9176 0.314 0.120 -0.173 0.668
C -3.3294 2.3605 5.3554 -0.104 -0.117 -0.022 -1.165
C -4.3326 0.7995 2.9320 -0.022 -0.030 0.118 -0.873
C -2.0429 -0.2945 4.6436 -0.066 0.082 0.063 -0.873
Si -2.3661 4.1241 1.6518 0.248 -0.260 0.057 0.493
C -2.3817 5.6667 2.7449 -0.087 0.026 -0.129 -1.213
C -4.1638 3.7531 1.2632 0.009 0.228 0.046 -0.952
C -1.4633 4.5760 0.0673 -0.094 0.072 0.001 -0.757
H 0.5922 4.7788 5.8647 -0.070 0.047 0.064 0.359
H -0.9809 3.9971 6.0527 -0.008 -0.058 -0.006 0.262
H -0.7925 5.3351 4.9181 0.021 -0.004 -0.055 0.304
H 2.1806 2.2132 5.2572 -0.005 -0.039 0.035 0.445
H 1.3217 0.9789 4.2978 0.011 -0.023 -0.087 -0.119
H 0.6404 1.5547 5.8220 -0.027 -0.003 0.018 0.254
H 2.4329 4.4173 3.5167 0.024 0.035 -0.034 0.531
H 1.1022 5.1164 2.5835 -0.036 0.018 0.006 0.170
H 1.8235 3.5953 2.0649 0.018 -0.079 0.004 0.135
H -3.5710 3.3796 5.0499 -0.012 0.007 -0.064 0.248
H -2.5577 2.4121 6.1242 0.035 -0.022 0.006 0.259
H -4.2238 1.9181 5.8074 0.001 0.043 0.050 0.392
H -5.0895 1.5830 2.9892 -0.017 0.006 0.015 0.273
H -4.7522 -0.1113 3.3710 -0.046 0.019 -0.016 0.426
H -4.1452 0.6077 1.8764 0.091 -0.034 -0.019 0.098
H -1.1016 -0.0845 5.1536 0.002 0.059 0.051 0.120
H -1.8013 -1.0525 3.8975 -0.041 0.001 -0.048 0.089
H -2.7502 -0.7108 5.3704 0.045 -0.066 -0.009 0.496
H -2.7165 5.4680 3.7628 -0.053 -0.043 0.010 0.259
H -3.0822 6.3752 2.2892 0.032 0.055 0.040 0.394
H -1.4041 6.1489 2.7959 0.041 -0.018 -0.003 0.297
H -4.7724 3.7464 2.1699 -0.003 0.013 0.019 0.237
H -4.3151 2.8158 0.7353 0.067 -0.042 -0.042 0.168
H -4.5193 4.5725 0.6280 -0.074 -0.043 0.002 0.376
H -0.3858 4.6624 0.2247 0.009 0.021 0.041 0.064
H -1.8340 5.5283 -0.3260 0.026 -0.005 -0.032 0.381
H -1.6275 3.8043 -0.6859 -0.027 -0.046 -0.007 0.110
C 2.8386 2.4444 -4.9545 -0.064 -0.070 0.033 -1.026
Si 1.8159 1.0432 -4.2310 -0.014 -0.044 -0.020 0.174
C 0.1727 0.9203 -5.1249 0.094 0.032 0.018 -1.051
C 2.7572 -0.5712 -4.3455 0.011 0.108 0.013 -0.875
C 1.4508 1.3736 -2.3882 -0.253 -0.238 -0.168 1.062
H 2.9721 2.2861 -6.0271 0.028 0.020 -0.021 0.357
H 3.8229 2.4957 -4.4861 0.010 -0.012 0.015 0.260
H 2.3538 3.4109 -4.8069 -0.033 0.015 0.000 0.298
H 0.3163 0.8824 -6.2072 -0.001 -0.025 -0.013 0.318
H -0.4625 1.7781 -4.8957 -0.009 0.022 -0.008 0.321
H -0.3692 0.0223 -4.8242 -0.007 -0.019 0.038 0.349
H 3.1076 -0.7641 -5.3617 -0.011 -0.015 -0.020 0.376
H 2.1357 -1.4126 -4.0312 -0.031 0.000 0.013 0.166
H 3.6288 -0.5513 -3.6866 0.021 0.009 -0.008 0.287
H 1.5786 0.3993 -1.9087 0.029 -0.033 0.228 -0.328
H 0.3938 1.6422 -2.2930 0.004 0.049 0.030 -0.078
Br 0.7674 -7.7310 -3.4101 0.028 -0.063 -0.078 -0.703
C 1.0681 -5.1586 -3.1947 -0.075 0.084 0.215 -0.878
C -0.0855 -4.4021 -3.1490 -0.325 0.075 -0.163 -0.384
C -0.1252 -3.2554 -2.3630 0.081 0.002 -0.166 -0.244
N 0.9049 -2.8219 -1.6296 -0.171 -0.017 0.114 0.338
C 1.9975 -3.5885 -1.6501 0.104 0.132 -0.105 -0.209
C 2.1216 -4.7485 -2.4022 0.379 -0.036 0.058 -0.466
H -0.9671 -4.6791 -3.7178 0.010 -0.031 0.025 0.441
H -1.0255 -2.6454 -2.3421 0.010 0.015 0.040 0.316
H 2.8347 -3.2361 -1.0495 -0.025 0.001 0.034 0.483
H 3.0510 -5.3080 -2.3596 -0.038 -0.030 0.012 0.422
C 3.1673 6.0769 -0.3186 0.106 -0.103 -0.048 -0.690
Si 4.1471 4.5212 -0.7123 -0.094 0.003 -0.012 -0.027
C 5.3799 4.8897 -2.0857 -0.087 0.009 0.110 -1.025
C 5.0737 3.9323 0.8065 0.029 0.015 -0.124 -0.751
C 3.0093 3.2220 -1.2973 0.083 0.084 0.016 -0.597
C 2.2862 2.3730 -1.7678 0.110 0.032 0.047 0.228
H 3.8373 6.9291 -0.1802 -0.010 0.024 0.025 0.327
H 2.5787 5.9506 0.5912 -0.001 -0.035 0.020 0.099
H 2.4771 6.3094 -1.1309 0.010 0.014 -0.030 0.277
H 6.0422 5.7104 -1.7992 0.023 0.005 -0.021 0.288
H 4.8614 5.1670 -3.0049 -0.012 0.021 -0.009 0.283
H 5.9923 4.0129 -2.3015 0.011 -0.026 0.007 0.288
H 5.8756 4.6259 1.0713 0.003 0.009 0.012 0.297
H 5.5146 2.9508 0.6233 0.029 0.003 -0.014 0.293
H 4.4064 3.8384 1.6609 -0.087 0.000 0.071 0.141
```
Forces are in eV/Å.

***

[2]
Formula: C37H44N4O3SSi2Ti
Source: the OMol25 dataset
Level of theory: ωB97M-V/def2-TZVPD

Summary:
E_HOMO (alpha / beta) = 0.8 / -1.3 eV
energy relative to the best compared isomer or geometry (same formula, charge and spin) = 0.0 kcal/mol
total charge = -2
HOMO-LUMO gap (alpha / beta) = 3.6 / 5.7 eV
spin multiplicity = 3
LUMO level (alpha / beta) = 4.44 / 4.43 eV

```
92
Properties=species:S:1:pos:R:3:forces:R:3:mulliken_charge:R:1
Ti 0.1879 -0.3160 0.0586 0.089 -0.115 0.281 -0.423
C -1.3428 -0.0867 4.8538 -0.065 0.146 0.035 -1.562
Si -1.3739 -0.0860 2.9533 0.278 -0.216 -0.125 -0.251
C -2.3687 -1.6618 2.6927 -0.003 -0.096 -0.002 -0.869
C -2.3340 1.4411 2.4537 -0.045 0.044 0.011 -0.420
N 0.1415 -0.1278 2.1086 0.275 -0.135 0.118 1.193
C 1.4324 -0.0161 2.6402 -0.112 0.010 -0.073 0.537
C 1.7329 0.2367 3.9795 -0.034 0.023 0.028 -0.881
C 3.0378 0.3282 4.4649 -0.001 0.000 -0.015 -0.945
C 4.0959 0.1801 3.5915 -0.032 -0.019 -0.001 -1.074
C 3.8290 -0.0501 2.2434 0.049 0.031 -0.012 -0.624
C 2.5329 -0.1539 1.7292 -0.056 0.181 -0.044 0.879
N 2.2411 -0.3392 0.3816 -0.079 0.110 0.228 1.166
Si 3.4936 -0.5158 -0.7810 -0.148 -0.068 0.187 0.018
C 2.8152 -1.0293 -2.4441 -0.020 -0.050 -0.068 -0.444
C 4.7285 -1.9043 -0.4265 0.049 -0.080 -0.022 -1.284
C 4.5085 1.0704 -0.9733 0.051 0.024 -0.036 -1.186
H -2.3818 -0.2724 5.1510 0.029 0.015 0.059 0.363
H -1.0212 0.8490 5.3160 -0.012 0.021 -0.014 0.348
H -0.7283 -0.8964 5.2523 -0.033 -0.035 -0.009 0.345
H -3.4341 -1.4597 2.8483 0.008 -0.004 0.022 0.292
H -2.0467 -2.3868 3.4491 -0.038 -0.034 -0.032 0.358
H -2.2575 -2.1120 1.7089 0.033 0.030 -0.032 0.268
H -3.4092 1.3165 2.6109 0.004 0.031 0.014 0.270
H -2.1661 1.6743 1.4013 0.003 -0.016 0.020 -0.194
H -1.9881 2.2947 3.0452 -0.008 0.019 -0.033 0.363
H 0.9233 0.3842 4.6736 -0.017 0.002 0.026 0.245
H 3.2046 0.5241 5.5189 0.003 0.000 0.000 0.352
H 5.1224 0.2503 3.9353 0.001 0.005 0.001 0.355
H 4.6669 -0.1319 1.5640 -0.008 0.000 0.014 0.016
H 2.5355 -2.0862 -2.4013 0.022 0.003 -0.013 0.258
H 3.6121 -0.9104 -3.1867 -0.033 -0.037 -0.029 0.388
H 1.9441 -0.4820 -2.7914 0.003 0.053 0.026 -0.262
H 4.1801 -2.8271 -0.2171 0.000 0.001 -0.018 0.293
H 5.4160 -1.7292 0.4011 -0.007 0.023 -0.005 0.379
H 5.3208 -2.0633 -1.3352 0.016 -0.045 0.030 0.346
H 3.8743 1.9476 -0.8292 -0.013 0.006 -0.028 0.276
H 4.9569 1.1257 -1.9699 0.014 0.018 0.005 0.304
H 5.3106 1.1192 -0.2331 0.004 0.020 -0.012 0.446
O -0.3244 0.0405 -2.4458 -0.121 0.141 0.053 -0.035
C -0.3783 1.4306 -2.7537 0.060 0.057 -0.178 3.484
C -0.3139 2.2788 -1.4418 -0.139 -0.131 0.073 -0.352
O -0.4179 3.4943 -1.5140 0.004 0.019 -0.018 -0.751
O -0.1271 1.5952 -0.3808 0.011 0.473 -0.164 0.131
C 0.8563 1.7084 -3.6162 -0.130 -0.041 0.030 -1.322
C 0.9159 1.1131 -4.8748 0.063 0.016 -0.013 -0.034
C 2.0365 1.2605 -5.6741 -0.069 -0.012 0.048 -0.847
C 3.1148 2.0124 -5.2221 0.082 0.016 -0.048 -0.470
C 3.0621 2.6080 -3.9735 -0.102 -0.038 0.035 -0.841
C 1.9335 2.4579 -3.1723 0.119 0.027 -0.003 0.034
C -1.6386 1.7856 -3.5501 0.105 -0.002 0.035 -0.293
C -2.6224 0.8453 -3.8268 -0.053 0.005 -0.015 -0.126
C -3.7534 1.1975 -4.5587 0.075 -0.024 0.062 -0.860
C -3.9063 2.4889 -5.0307 -0.034 0.007 -0.035 -0.512
C -2.9178 3.4310 -4.7698 0.018 0.013 0.014 -0.706
C -1.7944 3.0841 -4.0388 -0.036 -0.024 -0.024 -0.483
H -1.2174 -0.2070 -2.0780 0.028 0.066 0.023 -0.913
H 0.0778 0.5163 -5.2137 -0.004 0.000 0.000 0.409
H 2.0710 0.7803 -6.6447 0.019 0.009 -0.007 0.381
H 3.9983 2.1235 -5.8404 -0.007 -0.002 0.000 0.351
H 3.9035 3.1799 -3.6030 0.013 0.003 -0.007 0.440
H 1.9063 2.9246 -2.1964 -0.024 -0.012 -0.005 0.517
H -2.5369 -0.1658 -3.4531 -0.026 0.011 -0.022 0.511
H -4.5161 0.4502 -4.7398 -0.011 0.012 -0.011 0.412
H -4.7908 2.7630 -5.5942 0.006 0.011 0.001 0.360
H -3.0236 4.4471 -5.1321 -0.013 -0.003 -0.005 0.382
H -1.0347 3.8209 -3.8214 0.015 -0.004 0.008 0.370
N 0.3733 -6.6137 -0.5551 -0.057 0.000 -0.003 -0.698
C 0.2933 -5.1866 -0.4562 0.023 -0.001 0.051 0.654
C 0.4463 -4.5129 0.7749 0.004 -0.048 0.057 -0.983
C 0.3912 -3.1533 0.8462 0.040 0.061 -0.215 -0.956
N 0.1859 -2.3321 -0.2612 -0.145 -0.453 -0.070 1.113
C 0.0472 -3.0103 -1.4630 -0.066 0.121 0.066 -0.851
C 0.0999 -4.3700 -1.5823 -0.018 0.012 -0.091 -0.696
H 0.0557 -7.0410 0.3082 0.025 0.017 0.006 0.226
H -0.2442 -6.9483 -1.2875 0.020 0.011 -0.005 0.213
H 0.6014 -5.0655 1.6968 0.010 -0.024 -0.022 0.294
H 0.4862 -2.6448 1.7958 0.051 0.028 -0.018 0.522
H -0.1103 -2.3916 -2.3368 0.005 -0.005 -0.005 0.503
H -0.0169 -4.8016 -2.5721 0.006 -0.025 0.017 0.285
S -2.5423 -0.8322 -0.6428 -0.116 -0.492 0.061 -0.257
C -4.1057 -0.1428 -0.2495 0.190 0.384 -0.091 0.655
C -4.3524 1.2363 -0.3115 -0.001 0.024 -0.087 -0.351
C -5.5939 1.7635 0.0065 0.026 -0.037 -0.019 -0.609
C -6.6363 0.9306 0.3988 0.017 0.016 0.002 -0.431
C -6.4084 -0.4387 0.4631 -0.008 -0.018 0.002 -0.541
C -5.1663 -0.9675 0.1439 0.018 -0.036 0.029 -0.617
H -3.5454 1.8925 -0.6169 -0.021 0.004 0.012 0.195
H -5.7431 2.8359 -0.0524 -0.014 -0.001 0.009 0.366
H -7.6063 1.3425 0.6518 -0.003 -0.007 0.001 0.346
H -7.2064 -1.1075 0.7688 -0.004 0.006 0.003 0.331
H -4.9921 -2.0352 0.2027 0.002 0.003 0.003 0.412
```
Forces are in eV/Å.

***

[3]
Formula: C3H8N2O
Source: the OMol25 dataset
Level of theory: ωB97M-V/def2-TZVPD

Summary:
E_HOMO = -9.5 eV
energy relative to the best compared isomer or geometry (same formula, charge and spin) = 41.6 kcal/mol
SMILES = NC(N)=O.C=C
total charge = 0
HOMO-LUMO gap = 10.3 eV
LUMO level = 0.81 eV

```
14
Properties=species:S:1:pos:R:3:forces:R:3:mulliken_charge:R:1
N 1.8526 1.5298 -1.2226 0.310 -1.509 0.763 -0.422
C 0.7385 1.2172 -0.4550 -0.528 1.324 -0.470 0.491
N 0.4228 2.2783 0.4231 -0.553 1.423 0.050 -0.515
O 0.0224 0.2645 -0.6127 0.469 -0.614 -0.004 -0.511
H 1.8754 2.3754 -1.7570 0.098 0.338 0.316 0.222
H 2.2846 0.7120 -1.6175 -0.139 0.116 -0.642 0.243
H -0.5257 2.6188 0.3264 -0.103 -0.551 -0.002 0.245
H 0.6297 2.2363 1.4074 0.522 -0.393 -0.101 0.226
C -0.6192 -2.4869 0.6686 -0.796 0.295 0.415 -0.456
C -1.8285 -1.9917 0.3975 0.969 0.150 0.512 -0.453
H -0.5371 -3.1931 1.4872 0.214 -0.154 -0.140 0.217
H 0.2900 -2.1138 0.2206 -0.064 -0.134 -0.263 0.239
H -2.6540 -2.2656 1.0384 -0.281 -0.198 -0.274 0.221
H -1.9516 -1.1811 -0.3043 -0.118 -0.092 -0.160 0.253
```
Forces are in eV/Å.